{
  "formula": "C22H21BrN2O5Tc",
  "method": "wB97M-V/def2-TZVPD",
  "symbols": ["Tc", "O", "C", "O", "C", "O", "C", "C", "O", "O", "H", "H", "H", "H", "H", "C", "C", "C", "C", "C", "Br", "N", "C", "H", "H", "H", "H", "H", "H", "C", "C", "C", "C", "C", "C", "N", "C", "C", "C", "C", "C", "C", "H", "H", "H", "H", "H", "H", "H", "H", "H", "H"],
  "xyz": [[-0.398, 0.604, -0.150], [-2.565, 4.165, 0.171], [-1.977, 3.016, 0.266], [-1.250, 2.543, -0.608], [-2.299, 2.270, 1.541], [-1.468, 1.111, 1.674], [-0.474, 1.146, 2.737], [0.871, 1.636, 2.189], [1.697, 2.171, 2.853], [0.994, 1.437, 0.859], [-2.374, 4.606, -0.676], [-3.337, 1.934, 1.476], [-2.207, 2.931, 2.403], [-0.367, 0.118, 3.082], [-0.820, 1.766, 3.561], [3.217, 3.385, -2.947], [2.537, 2.051, -2.897], [2.838, 1.019, -3.783], [2.163, -0.183, -3.694], [1.203, -0.349, -2.710], [0.300, -1.994, -2.660], [0.903, 0.618, -1.828], [1.565, 1.793, -1.950], [4.083, 3.352, -3.604], [3.551, 3.691, -1.956], [2.539, 4.152, -3.325], [3.598, 1.155, -4.542], [2.370, -0.994, -4.375], [1.305, 2.554, -1.228], [2.642, -3.891, 1.824], [2.947, -2.553, 1.577], [1.979, -1.699, 1.098], [0.669, -2.176, 0.881], [0.376, -3.539, 1.106], [1.361, -4.379, 1.575], [-0.270, -1.315, 0.391], [-1.654, -1.523, 0.378], [-2.326, -0.871, -0.677], [-3.719, -0.749, -0.657], [-4.430, -1.285, 0.397], [-3.761, -1.935, 1.440], [-2.385, -2.041, 1.455], [3.408, -4.558, 2.196], [3.948, -2.185, 1.758], [2.212, -0.661, 0.896], [-0.604, -3.931, 0.872], [1.141, -5.425, 1.739], [-1.784, -0.643, -1.603], [-4.230, -0.282, -1.489], [-5.510, -1.223, 0.411], [-4.333, -2.349, 2.260], [-1.874, -2.492, 2.295]],
  "mulliken_spin": [2.0577, 0.0060, 0.0130, -0.0031, -0.0140, 0.0027, 0.0000, 0.0145, 0.0310, 0.0765, 0.0002, -0.0003, 0.0000, -0.0029, -0.0005, -0.0001, -0.0107, 0.0129, -0.0067, 0.0127, 0.0062, -0.0707, 0.0222, -0.0002, -0.0004, -0.0003, 0.0002, 0.0000, 0.0067, 0.1750, -0.0624, 0.1230, -0.0098, 0.1587, -0.0552, 0.3739, -0.0423, 0.0251, 0.0031, 0.0510, -0.0173, 0.0968, 0.0043, -0.0006, 0.0097, 0.0035, 0.0004, 0.0064, 0.0006, 0.0019, 0.0016, -0.0003],
  "e_tot_ha": -3990.933067,
  "multiplicity": 4,
  "homo_energy_ev": [-14.12, -14.66],
  "e_above_lowest_ev": 0.0000,
  "charge": 2,
  "lumo_ha": [-0.236, -0.301],
  "homo_lumo_gap_ev": [7.68, 6.46],
  "fmax_ev_per_a": 0.5
}